(one)
A cluster of 2 separate species, C2H2Cl3P in total. Source: OMol25; level of theory: wB97M-V/def2-TZVPD.

Each line ends with the Löwdin charge.
CARTESIAN COORDINATES (ANGSTROEM)
C -0.03 0.98 0.29  -0.776
C 0.99 -1.45 -0.94  -0.533
P -1.57 1.03 1.18  0.248
Cl 1.78 -2.27 0.26  0.510
Cl -2.16 -0.87 1.04  0.188
Cl -1.36 1.62 -0.85  0.474
H 0.61 1.84 0.52  -0.039
H 1.75 -0.87 -1.51  -0.072

Its spin multiplicity is 1. For the HOMO energy, the calculation gives -0.29542 hartree. The value obtained for the LUMO energy is -0.58 eV.

(two)
An isolated molecule of C2H2Cl3P. Source: OMol25; level of theory: wB97M-V/def2-TZVPD.

Each line ends with the Löwdin charge.
CARTESIAN COORDINATES (ANGSTROEM)
C 0.12 0.19 0.27  -0.079
C 0.28 0.77 1.45  -1.144
Cl 0.02 2.44 1.70  0.586
P 0.71 -0.20 2.89  0.193
Cl -0.64 0.58 4.12  0.208
Cl 2.51 0.87 3.37  0.096
H -0.15 0.53 -0.68  0.036
H 0.27 -0.97 0.11  0.104

Its spin multiplicity is 1. For the HOMO energy, the calculation gives -0.36753 hartree. The value obtained for the LUMO energy is 0.06 eV.

Most stable structure - (two); separation to the second - 6.538 eV.